1 | Below is one molecule with the formula C2H6N2S, with properties calculated with ωB97M-V/def2-TZVPD.

Last column: natural (NBO) charge in e.
Element x y z (Å)
C  0.332  0.310  0.068  0.086
H  0.852  2.351  -0.001  0.199
H  -1.720  -0.984  -0.343  0.400
H  1.908  1.327  -0.948  0.251
H  2.088  1.265  0.898  0.253
N  -0.933  0.720  -0.072  -0.392
H  -2.405  0.143  0.910  0.367
S  0.703  -1.286  0.001  -0.220
C  1.346  1.376  0.006  -0.670
N  -2.053  -0.061  -0.053  -0.656
H  -1.136  1.743  -0.096  0.383

Computed properties:
* E_LUMO: 0.78 eV
* gap between HOMO and LUMO: 9.16 eV
* SMILES string: CC(=S)NN

2 | Below is a 2-piece molecular cluster, C2H6N2S overall, with properties calculated with ωB97M-V/def2-TZVPD.

Last column: natural (NBO) charge in e.
Element x y z (Å)
H  -0.253  1.962  0.733  0.260
H  -0.003  -1.983  -0.227  0.396
H  -1.523  -0.997  1.136  0.347
C  0.884  -0.046  -0.216  0.102
H  -2.025  -1.717  -0.441  0.291
N  -1.364  -0.606  0.152  -0.581
S  2.345  -0.671  0.083  -0.150
C  0.384  1.445  -0.002  -0.700
H  1.565  1.818  0.040  0.242
H  0.057  1.722  -0.988  0.228
N  -0.067  -0.927  -0.269  -0.435

Computed properties:
* E_LUMO: -0.01 eV
* gap between HOMO and LUMO: 8.24 eV

If we sort the structures by their calculated energies, the order from most to least stable is 1, 2.

1 | Below is one molecule with the formula C2H6N2S, with properties calculated with ωB97M-V/def2-TZVPD.

Last column: natural (NBO) charge in e.
Element x y z (Å)
S  0.820  -1.914  -0.046  -0.139
H  2.333  0.521  0.512  0.243
N  -2.022  -0.656  -0.022  -0.657
H  0.900  1.588  0.539  0.217
H  -2.075  -0.534  1.003  0.357
C  1.430  0.820  0.047  -0.668
H  -1.106  0.991  -0.651  0.416
C  0.445  -0.352  -0.010  0.081
H  1.813  1.049  -0.980  0.237
H  -1.770  -1.661  -0.243  0.379
N  -0.768  0.148  -0.148  -0.466

Computed properties:
* E_LUMO: 0.70 eV
* gap between HOMO and LUMO: 9.26 eV
* SMILES string: CC(=S)NN

2 | Below is C2H6N2S as an isolated structure, with properties calculated with ωB97M-V/def2-TZVPD.

Last column: natural (NBO) charge in e.
Element x y z (Å)
H  1.030  1.252  0.253  0.208
S  -2.250  0.062  0.128  0.456
C  0.066  0.678  0.320  -0.258
C  0.179  -0.956  -0.004  -0.268
N  -1.094  1.116  -0.429  -0.760
H  0.571  -1.258  1.042  0.191
H  -0.962  1.222  -1.408  0.378
H  0.854  -1.077  -0.776  0.192
N  -1.135  -1.555  -0.184  -0.694
H  -0.139  0.735  1.420  0.207
H  -1.341  -1.615  -1.233  0.349

Computed properties:
* E_LUMO: 0.82 eV
* gap between HOMO and LUMO: 9.62 eV

If we sort the structures by their calculated energies, the order from most to least stable is 1, 2.

1 | Below is one molecule with the formula C19H26N2O5S, with properties calculated with ωB97M-V/def2-TZVPD.

Last column: natural (NBO) charge in e.
Element x y z (Å)
H  -4.896  -0.028  -0.687  0.258
C  -2.600  1.368  1.193  0.320
O  2.983  -0.378  3.653  -0.490
H  -3.728  1.329  2.983  0.236
H  3.851  -1.636  -2.242  0.204
H  -0.760  -2.884  -1.879  0.188
H  3.036  -2.801  -0.215  0.206
H  0.321  -0.809  -2.864  0.200
C  0.464  -1.107  -1.822  -0.405
H  4.692  0.726  1.830  0.222
C  1.769  -1.902  -1.713  -0.209
H  1.672  -2.812  -2.317  0.189
H  4.834  -1.196  3.191  0.177
O  -4.955  1.770  -2.921  -0.942
H  0.611  0.084  2.938  0.237
C  -2.987  -1.027  -0.867  0.671
H  -4.655  -0.883  -2.224  0.274
C  0.931  1.196  1.126  -0.023
H  4.877  0.319  4.140  0.177
N  -0.982  1.922  -0.226  -0.449
H  -2.775  3.288  -1.595  0.274
H  2.727  -0.784  -3.302  0.206
C  3.637  0.849  1.649  -0.305
C  4.332  -0.616  3.972  -0.253
C  -0.476  1.385  0.847  0.460
C  -3.254  2.487  -1.037  -0.650
H  3.966  1.953  -0.145  0.220
C  1.882  1.724  0.250  -0.239
H  -0.774  -2.062  -0.303  0.227
N  -1.982  -1.209  -1.729  -0.612
H  1.317  -2.991  0.110  0.207
C  -4.173  -0.278  -1.458  -0.750
H  1.547  2.262  -0.622  0.240
C  3.221  1.546  0.523  -0.186
C  -3.850  1.075  1.932  -0.676
O  -1.417  1.028  1.745  -0.397
C  1.336  0.500  2.257  -0.248
H  4.319  -1.193  4.895  0.203
C  -2.337  1.925  -0.035  0.001
H  -4.194  2.822  -0.608  0.252
O  -3.015  -1.460  0.271  -0.645
C  -0.760  -1.904  -1.384  -0.223
O  -2.646  1.003  -3.216  -0.955
H  -1.988  -0.671  -2.590  0.431
H  3.049  -0.167  -1.680  0.206
C  2.069  -2.305  -0.272  -0.614
H  2.094  -1.427  0.368  0.211
H  -4.680  1.638  1.515  0.222
H  -4.059  0.007  1.863  0.264
S  -3.745  1.272  -2.323  2.158
C  2.922  -1.070  -2.271  -0.600
C  2.692  0.321  2.525  0.314
H  0.538  -0.196  -1.227  0.216

Computed properties:
* E_LUMO: 0.45 eV
* gap between HOMO and LUMO: 8.85 eV
* SMILES string: COc1cccc(-c2nc(CS(=O)(=O)CC(=O)NCCC(C)C)c(C)o2)c1

2 | Below is one molecule with the formula C19H26N2O5S, with properties calculated with ωB97M-V/def2-TZVPD.

Last column: natural (NBO) charge in e.
Element x y z (Å)
C  -1.645  2.095  0.000  -0.239
C  -3.992  -2.194  -1.397  -0.430
H  4.188  -4.182  -1.215  0.208
C  -3.073  0.239  0.501  -0.368
C  2.974  -1.396  -0.324  -0.228
N  -4.876  -1.104  -1.072  -0.655
C  5.000  -2.362  0.541  -0.411
C  4.775  0.183  0.587  -0.506
H  2.571  -4.514  -0.600  0.210
C  2.797  -2.487  -1.388  -0.405
C  -0.543  1.344  0.407  0.163
C  -2.909  1.535  0.052  -0.173
H  5.406  -2.100  1.518  0.206
C  4.480  -1.107  -0.193  -0.198
H  -4.402  -2.751  -2.240  0.210
H  -5.508  -0.539  -2.965  0.210
O  4.534  1.696  -1.279  -0.583
H  -2.982  -1.848  -1.656  0.179
C  3.341  -3.748  -0.687  -0.411
H  0.132  -0.538  1.193  0.207
C  -1.988  -0.515  0.908  -0.183
H  2.923  4.057  0.685  0.220
H  3.845  -4.008  1.448  0.218
H  4.932  -0.999  -1.181  0.224
C  1.210  3.031  -0.100  0.664
C  2.727  3.196  0.039  -0.186
H  2.843  -1.603  1.870  0.205
H  5.857  0.297  0.681  0.244
H  2.373  -0.508  -0.522  0.208
H  1.665  -2.589  0.974  0.211
H  4.333  0.158  1.583  0.222
C  -0.723  0.038  0.868  -0.205
N  0.758  1.846  0.384  -0.608
H  -2.155  -1.517  1.269  0.242
C  4.246  1.378  -0.160  0.811
H  -5.669  0.680  -1.684  0.238
H  -1.502  3.104  -0.348  0.262
H  3.148  3.397  -0.953  0.247
O  -4.693  -1.640  1.366  -0.941
C  3.744  -3.227  0.697  -0.205
H  -4.065  0.337  -2.394  0.180
O  3.360  2.057  0.604  -0.532
H  3.339  -2.250  -2.302  0.212
C  2.670  -2.171  0.957  -0.422
H  -3.779  2.105  -0.233  0.241
H  1.743  -2.601  -1.643  0.210
C  -5.027  -0.097  -2.091  -0.430
H  5.779  -2.874  -0.021  0.215
H  -3.946  -2.842  -0.526  0.236
H  1.464  1.241  0.788  0.418
O  -5.690  0.508  0.664  -0.937
O  0.536  3.900  -0.599  -0.591
S  -4.702  -0.512  0.483  2.327

Computed properties:
* E_LUMO: 0.43 eV
* gap between HOMO and LUMO: 9.55 eV
* SMILES string: CN(C)S(=O)(=O)c1ccc(NC(=O)COC(=O)C[C@H]2C[C@@H]3CC[C@H]2C3)cc1

If we sort the structures by their calculated energies, the order from most to least stable is 2, 1.